Entry P
{"formula": "C7H14", "method": "wB97M-V/def2-TZVPD", "multiplicity": 2, "charge": 1, "species": ["C", "C", "H", "H", "H", "H", "C", "H", "H", "H", "H", "H", "C", "H", "C", "H", "H", "C", "C", "H", "H"], "positions_angstrom": [[0.609, 1.828, 0.648], [-1.136, 0.326, -0.182], [-2.447, -2.459, 1.374], [-1.643, 0.609, -1.124], [-0.188, 2.285, 1.227], [-2.049, -0.803, 2.055], [2.760, 0.393, -0.732], [1.571, 2.304, 0.812], [1.055, 0.307, -2.112], [-0.354, -1.589, 0.219], [3.409, -0.206, -1.363], [-3.320, -0.987, 0.850], [0.307, 0.769, -0.214], [3.000, 0.265, 0.328], [-1.356, -1.192, 0.041], [-1.577, 0.870, 0.642], [2.972, 1.461, -0.908], [1.317, 0.122, -1.065], [-2.368, -1.396, 1.193], [1.129, -0.967, -0.992], [-1.691, -1.937, -0.696]], "mulliken_charge": [-1.10, -0.67, 0.39, 0.37, 0.31, 0.37, -1.46, 0.33, 0.40, 0.27, 0.37, 0.33, 0.78, 0.40, -0.42, 0.49, 0.37, 0.12, -1.33, 0.30, 0.40]}

Entry Q
{"formula": "C7H14", "method": "wB97M-V/def2-TZVPD", "multiplicity": 2, "charge": 1, "species": ["C", "H", "C", "H", "H", "C", "H", "H", "C", "C", "H", "H", "H", "H", "H", "C", "C", "H", "H", "H", "H"], "positions_angstrom": [[-1.159, -2.698, -2.098], [0.530, 2.189, 2.855], [0.922, -0.429, 0.310], [2.211, 1.121, 0.722], [0.446, -3.006, -0.691], [-0.287, -0.967, -0.365], [-1.330, -0.468, -0.331], [-1.164, -3.855, -2.293], [-0.291, 2.222, 2.076], [1.196, 1.140, 0.123], [-2.356, -2.336, -2.144], [-0.743, 1.896, -0.074], [1.395, 1.495, -0.971], [1.821, -0.898, -0.033], [1.093, -0.665, 1.292], [0.136, 2.164, 0.653], [-0.363, -2.228, -0.876], [-0.929, 1.351, 2.319], [-0.785, -2.345, -3.118], [0.584, 3.194, 0.445], [-0.926, 3.124, 2.199]], "mulliken_charge": [-1.05, 0.29, -0.69, 0.31, 0.33, 0.28, 0.31, 0.34, -1.17, -0.62, 0.32, 0.18, 0.29, 0.46, 0.48, -0.16, -0.15, 0.29, 0.34, 0.30, 0.34]}

On energetic grounds, entry P is preferred over the next structure by 1.623 eV.

Entry P
{"formula": "C5H11NO", "method": "wB97M-V/def2-TZVPD", "multiplicity": 2, "charge": -1, "species": ["H", "C", "C", "H", "H", "C", "H", "O", "H", "H", "H", "H", "H", "N", "C", "H", "C", "H"], "positions_angstrom": [[3.052, 0.152, -0.225], [2.053, 0.579, -0.454], [0.963, -0.403, -0.042], [-1.091, -0.759, -1.860], [-2.699, -1.353, -1.297], [-1.647, -1.309, -1.082], [-1.263, -2.326, -0.833], [-2.582, -0.004, 0.626], [1.988, 1.607, -0.090], [0.666, -1.029, -0.886], [2.079, 0.694, -1.548], [1.355, -1.125, 0.715], [0.776, 1.380, 1.759], [-0.326, 0.148, 0.435], [-1.512, -0.388, 0.131], [-0.934, 0.932, 2.303], [-0.263, 1.179, 1.478], [-0.615, 2.024, 0.872]], "mulliken_charge": [0.73, -2.84, -1.73, 0.34, 0.46, -1.84, 0.33, -0.42, 0.76, 0.22, 0.67, 0.90, 0.31, 2.29, 0.10, 0.26, -2.01, 0.47]}

Entry Q
{"formula": "C5H11NO", "method": "wB97M-V/def2-TZVPD", "multiplicity": 2, "charge": -1, "species": ["H", "H", "H", "C", "H", "H", "O", "C", "C", "H", "N", "C", "H", "H", "H", "H", "H", "C"], "positions_angstrom": [[1.767, 0.924, -1.313], [-1.964, 1.319, 3.270], [-0.217, 1.793, 2.869], [0.909, 1.019, -1.966], [-1.410, 0.658, -2.714], [-2.267, 0.689, 0.795], [2.762, -4.869, 1.086], [-1.177, 1.397, 2.527], [-0.307, 1.141, -1.099], [2.396, -5.646, 0.655], [-1.555, 0.957, -1.757], [-0.252, 1.077, 0.264], [-2.098, 0.211, -1.305], [0.730, 1.219, 0.731], [0.861, 0.061, -2.510], [3.178, -4.344, 0.393], [1.053, 1.840, -2.661], [-1.320, 1.025, 1.216]], "mulliken_charge": [0.45, 0.28, 0.23, -1.90, 0.34, 0.10, -0.82, -0.98, 0.92, 0.35, -0.72, -0.34, 0.29, 0.08, 0.50, 0.39, 0.30, -0.47]}

Entry R
{"formula": "C5H11NO", "method": "wB97M-V/def2-TZVPD", "multiplicity": 2, "charge": -1, "species": ["C", "H", "C", "H", "H", "C", "C", "H", "H", "H", "H", "H", "N", "C", "H", "H", "O", "H"], "positions_angstrom": [[-0.198, 0.844, 0.226], [1.397, -4.364, 5.602], [-0.017, 0.591, -1.074], [0.511, -0.336, -1.278], [0.200, 2.063, -4.228], [-0.365, 1.364, -2.293], [0.329, -0.092, 1.247], [0.370, -4.624, 4.574], [1.300, -0.536, 1.045], [-1.921, 2.148, -1.275], [-0.380, -0.898, 1.472], [-2.073, 2.407, -3.001], [-1.623, 1.979, -2.220], [0.421, 1.465, -3.360], [1.386, 0.980, -3.411], [0.458, 0.406, 2.214], [0.944, -5.115, 5.193], [-0.740, 1.719, 0.567]], "mulliken_charge": [0.04, 0.66, -0.41, 0.33, 0.28, 0.30, -2.40, 0.62, 0.63, 0.19, 0.39, 0.19, -0.42, -1.08, 0.26, 0.90, -1.81, 0.34]}

Entry S
{"formula": "C5H11NO", "method": "wB97M-V/def2-TZVPD", "multiplicity": 2, "charge": -1, "species": ["C", "H", "C", "C", "H", "H", "H", "H", "H", "H", "N", "H", "H", "H", "O", "C", "H", "C"], "positions_angstrom": [[-1.474, 1.814, 0.067], [3.801, -1.933, -1.095], [3.662, -2.330, -0.070], [2.178, -2.876, 1.580], [-3.972, 1.734, -1.997], [2.875, -2.253, 2.155], [-3.491, 2.932, -0.680], [4.155, -1.672, 0.601], [2.529, -3.961, 1.553], [-0.469, 1.602, 0.291], [2.249, -2.276, 0.237], [-3.106, 3.059, -2.410], [1.137, -2.721, 1.817], [-1.507, 0.631, -1.840], [-2.148, 2.467, 0.883], [-1.972, 1.388, -1.208], [4.171, -3.256, 0.019], [-3.174, 2.342, -1.559]], "mulliken_charge": [-0.31, 0.27, -0.82, -0.65, 0.20, 0.28, 0.21, 0.35, 0.25, 0.41, -0.28, 0.21, 0.28, 0.32, -0.78, -0.44, 0.31, -0.82]}

On energetic grounds, entry P is preferred over the next structure by 0.708 eV.

Entry P
{"formula": "C9H17N4", "method": "wB97M-V/def2-TZVPD", "charge": 1, "species": ["C", "N", "H", "H", "C", "C", "H", "H", "N", "N", "H", "C", "H", "C", "H", "H", "H", "C", "H", "C", "H", "N", "H", "H", "H", "C", "H", "H", "C", "H"], "positions_angstrom": [[1.671, 2.842, -1.387], [-2.671, 0.371, -0.027], [-4.879, 2.676, 0.245], [0.270, -3.568, 1.876], [1.648, 1.646, -0.487], [-3.579, 1.149, 0.167], [2.625, 2.910, 1.137], [0.202, -4.367, -0.626], [-2.272, -0.821, 0.092], [-4.019, 2.257, 0.082], [2.451, 0.890, -0.753], [-0.624, -2.590, 0.140], [0.923, 3.723, -1.122], [-0.247, -2.568, 1.587], [0.856, -0.780, -0.627], [1.013, 2.199, 1.688], [1.518, 2.587, -2.395], [0.266, 1.087, -0.467], [2.598, 3.283, -1.381], [1.899, 2.033, 1.013], [-0.443, 1.857, -0.543], [0.005, -0.202, -0.434], [-1.039, -2.278, 2.246], [1.265, -3.026, -0.529], [0.096, -3.018, -1.857], [0.331, -3.260, -0.852], [2.348, 1.109, 1.479], [0.514, -1.881, 1.800], [-1.092, -1.182, -0.176], [-1.636, -3.081, 0.111]], "mulliken_charge": [-1.79, -0.06, 0.27, 0.32, 0.71, 0.29, 0.33, 0.38, -0.50, -0.32, 0.31, 0.48, 0.35, -1.38, 0.20, 0.34, 0.43, -0.22, 0.50, -1.15, 0.53, -0.02, 0.45, 0.58, 0.38, -1.70, 0.34, 0.33, 0.31, 0.31]}

Entry Q
{"formula": "C9H17N4", "method": "wB97M-V/def2-TZVPD", "charge": 1, "species": ["H", "C", "H", "H", "H", "H", "N", "C", "C", "C", "H", "N", "N", "C", "C", "H", "H", "C", "C", "H", "H", "H", "C", "H", "H", "N", "H", "H", "H", "H"], "positions_angstrom": [[1.281, 1.793, 0.101], [1.031, -3.225, -1.476], [-1.056, -1.243, -2.054], [-2.673, 0.371, 1.164], [-1.230, 1.789, -1.105], [0.639, -1.229, 1.632], [2.286, -3.447, -1.312], [-0.509, -1.283, -1.031], [0.041, -0.236, 1.551], [-1.279, 1.419, 0.028], [3.059, 0.394, -0.911], [1.122, 0.932, -0.390], [0.772, -1.892, -1.235], [2.294, -0.019, -0.331], [-1.001, 2.465, 1.126], [-1.240, 1.938, 1.990], [1.021, 1.139, -1.323], [-0.156, 0.309, 0.147], [-2.667, 0.972, 0.314], [0.420, -3.866, -1.938], [-1.010, -0.273, 1.996], [-1.616, 3.335, 0.984], [1.976, -1.381, -0.792], [-0.039, 2.974, 1.179], [0.529, 0.482, 2.268], [2.873, -2.351, -0.811], [2.637, -0.059, 0.656], [-1.059, -1.983, -0.337], [-3.378, 1.785, 0.405], [-3.069, 0.388, -0.494]], "mulliken_charge": [0.38, -0.20, 0.29, 0.43, 0.33, 0.33, -0.50, -0.51, -1.59, 0.41, 0.52, -0.02, 0.11, -0.74, -1.53, 0.46, 0.40, 0.26, -1.61, 0.55, 0.37, 0.44, 0.39, 0.40, 0.44, -0.42, 0.39, 0.37, 0.44, 0.38]}

Entry R
{"formula": "C9H17N4", "method": "wB97M-V/def2-TZVPD", "charge": 1, "species": ["H", "H", "N", "H", "N", "C", "C", "C", "N", "C", "C", "H", "H", "H", "C", "H", "C", "H", "H", "H", "H", "N", "H", "H", "C", "C", "H", "H", "H", "H"], "positions_angstrom": [[3.364, 2.131, -0.951], [2.018, 2.102, 1.866], [-0.248, -0.553, 0.465], [-1.161, 0.530, -0.987], [2.470, -0.651, -0.361], [2.479, 0.497, -0.214], [-1.316, -0.260, -0.209], [2.933, 2.355, 1.326], [2.352, -3.921, 0.418], [-2.767, -0.665, 0.023], [-2.980, -2.126, 0.236], [-3.115, -2.512, -0.779], [-3.295, -0.339, -2.149], [-3.930, -2.131, 0.821], [-3.702, 0.001, -1.097], [3.838, 1.812, 1.718], [1.401, 2.566, -0.558], [1.791, -4.601, 0.873], [-0.447, -0.855, 1.416], [-2.151, -2.630, 0.816], [-4.775, -0.315, -1.075], [2.204, -1.840, -0.691], [3.133, 3.396, 1.247], [0.595, 2.203, 0.122], [2.204, -2.874, -0.049], [2.738, 1.844, -0.080], [1.650, 3.680, -0.370], [-3.023, -0.055, 0.894], [-3.371, 1.049, -1.117], [1.113, 2.163, -1.556]], "mulliken_charge": [0.30, 0.34, -0.42, 0.26, 0.81, 0.44, -0.31, -1.13, -0.23, 0.51, -1.05, 0.32, 0.31, 0.32, -1.37, 0.36, -1.12, 0.31, 0.18, 0.30, 0.35, -1.13, 0.38, 0.21, 0.40, 0.22, 0.37, 0.26, 0.38, 0.42]}

On energetic grounds, entry Q is preferred over the next structure by 0.824 eV.